Model P:
ORCA calculation (wB97M-V/def2-TZVPD) on a 5-piece molecular cluster, C2H13NO5 overall.

Properties
net charge: 0
HOMO-LUMO gap: 9.7 eV

XYZ file:
```
21
C2H13NO5 wB97M-V/def2-TZVPD
C 0.576 0.686 1.772
N 1.130 1.114 0.631
C 0.893 2.512 0.184
O -0.078 1.413 2.481
H 0.717 -0.347 2.269
H 1.509 0.459 -0.081
H 1.169 3.181 1.029
H -0.191 2.774 -0.047
H 1.484 2.758 -0.692
H -1.309 -0.932 1.340
H -1.766 -2.109 2.000
O -1.431 -1.828 1.115
H -0.582 -1.991 -1.529
H -1.801 -1.573 -0.634
O -1.418 -1.409 -1.524
H -0.285 1.375 -2.484
H -1.064 0.290 -1.680
O -0.786 1.194 -1.626
H 2.353 -2.794 -1.577
H 1.477 -1.877 -2.472
O 1.409 -2.644 -1.895
```



Model Q:
ORCA calculation (wB97M-V/def2-TZVPD) on a 5-piece molecular cluster, C2H13NO5 overall.

Properties
net charge: 0
HOMO-LUMO gap: 10.2 eV

XYZ file:
```
21
C2H13NO5 wB97M-V/def2-TZVPD
O 0.111 0.549 -1.754
C 0.066 -0.628 -1.466
C -0.413 -1.106 -0.136
N 0.679 -2.064 0.246
H 0.523 -1.322 -2.213
H -0.520 -0.235 0.503
H -1.372 -1.597 -0.200
H 0.712 -2.604 1.085
H 0.876 -2.835 -0.462
H -1.059 1.339 2.772
H -0.528 1.865 1.358
O -1.323 1.744 1.945
H 1.390 2.055 -0.939
H 0.235 2.873 -0.735
O 1.168 2.944 -0.470
H -2.513 0.241 1.643
H -3.084 -1.097 1.140
O -2.793 -0.239 0.832
H 2.186 -0.035 -0.374
H 2.712 -0.013 -1.849
O 2.949 0.164 -0.926
```



Model R:
ORCA calculation (wB97M-V/def2-TZVPD) on a 5-piece molecular cluster, C2H13NO5 overall.

Properties
net charge: 0
HOMO-LUMO gap: 10.1 eV

XYZ file:
```
21
C2H13NO5 wB97M-V/def2-TZVPD
O 2.062 -0.878 1.143
C 1.990 0.289 0.859
C 0.657 0.985 0.809
N 0.476 1.556 -0.540
H 2.877 0.877 0.556
H -0.171 0.319 1.023
H 0.669 1.715 1.628
H -0.498 1.845 -0.526
H 1.028 2.386 -0.654
H -1.933 -1.954 -0.399
H -2.272 -0.646 -0.947
O -1.997 -1.034 -0.103
H 1.134 -2.905 0.101
H 0.113 -2.020 -0.549
O 0.199 -2.681 0.146
H -1.183 0.610 2.027
H -2.595 0.477 2.312
O -1.890 1.133 2.426
H 0.887 0.128 -2.471
H 0.021 -0.523 -3.542
O 0.425 0.321 -3.298
```



Model S:
ORCA calculation (wB97M-V/def2-TZVPD) on a 5-piece molecular cluster, C2H13NO5 overall.

Properties
net charge: 0
HOMO-LUMO gap: 11.2 eV

XYZ file:
```
21
C2H13NO5 wB97M-V/def2-TZVPD
C -0.764 -2.035 1.222
C 0.589 -1.546 0.871
N 1.581 -1.795 1.789
O 0.819 -0.934 -0.158
H -0.898 -2.901 1.860
H -1.319 -2.165 0.278
H -1.420 -1.214 1.532
H 2.320 -1.107 1.800
H 1.346 -2.102 2.718
H 1.486 0.761 -0.620
H 2.550 1.306 -1.626
O 1.770 1.533 -1.142
H -0.203 2.989 -3.323
H 0.712 2.008 -2.535
O -0.185 2.128 -2.874
H -0.795 -0.017 -0.705
H -1.605 0.496 -1.935
O -1.690 0.077 -1.065
H -1.558 1.942 1.975
H -1.437 1.396 0.497
O -1.300 1.181 1.444
```



Which structure loses on stability? model Q does.



Model P:
ORCA calculation (wB97M-V/def2-TZVPD) on a 2-piece molecular cluster, C4H2NO4 overall.

Properties
net charge: -1
HOMO-LUMO gap: 7.3 eV

XYZ file:
```
11
C4H2NO4 wB97M-V/def2-TZVPD
C -2.590 0.510 0.439
C -1.926 -0.719 0.286
C 2.642 0.150 -0.027
C 1.304 0.164 -0.555
N -1.299 0.482 0.121
O 3.539 0.846 0.319
O -3.584 1.144 0.600
O -1.824 -1.963 0.281
O 2.099 -0.970 0.041
H 0.510 0.451 0.089
H 1.129 -0.094 -1.593
```



Model Q:
ORCA calculation (wB97M-V/def2-TZVPD) on C4H2NO4 as an isolated structure.

Properties
net charge: -1
HOMO-LUMO gap: 7.1 eV

XYZ file:
```
11
C4H2NO4 wB97M-V/def2-TZVPD
C -0.623 3.172 2.100
C -0.889 -0.181 1.442
C -0.916 1.163 1.474
C -0.332 2.253 0.627
N -0.618 -0.587 -1.054
O -0.345 4.159 2.734
O -1.289 1.983 2.586
O 0.519 2.513 -0.181
O -0.681 -1.080 0.594
H -1.133 0.328 -0.877
H 0.325 -0.393 -1.081
```



Which structure loses on stability? model Q does.



Model P:
ORCA calculation (wB97M-V/def2-TZVPD) on one molecule with the formula C21H27N3O3S.

Properties
net charge: 0
HOMO-LUMO gap: 8.3 eV

XYZ file:
```
55
C21H27N3O3S wB97M-V/def2-TZVPD
C 7.743 2.735 0.137
H 7.749 3.731 0.578
O 6.523 2.154 0.524
C 6.247 0.884 0.104
C 7.079 0.109 -0.691
C 6.664 -1.167 -1.038
C 5.454 -1.671 -0.617
C 4.594 -0.895 0.172
C 5.016 0.384 0.522
H 4.414 1.043 1.125
N 3.404 -1.448 0.637
C 2.590 -0.743 1.598
H 3.226 -0.213 2.307
C 1.589 0.224 0.941
N 0.773 -0.525 0.011
C -0.540 -0.196 -0.233
C -1.099 1.012 0.214
C -2.433 1.296 0.007
C -3.243 0.389 -0.650
C -2.715 -0.802 -1.113
C -1.385 -1.096 -0.904
H -1.001 -2.043 -1.251
H -3.357 -1.485 -1.647
S -4.973 0.761 -0.911
O -5.136 2.185 -0.885
O -5.423 0.027 -2.058
N -5.834 0.166 0.395
C -5.522 0.754 1.678
H -6.448 0.817 2.258
H -5.141 1.761 1.517
C -4.519 -0.198 2.355
H -3.500 0.167 2.231
H -4.723 -0.282 3.421
C -4.705 -1.542 1.628
H -3.777 -1.849 1.146
H -5.014 -2.333 2.309
C -5.798 -1.267 0.577
H -6.777 -1.589 0.945
H -5.616 -1.737 -0.388
H -2.854 2.238 0.322
H -0.482 1.752 0.699
C 1.583 -1.212 -0.974
H 0.953 -1.751 -1.678
C 2.553 -2.177 -0.278
H 3.147 -2.693 -1.029
H 1.985 -2.917 0.294
H 2.177 -0.475 -1.539
H 0.961 0.650 1.723
H 2.131 1.034 0.430
H 2.020 -1.498 2.151
H 5.187 -2.682 -0.881
H 7.312 -1.783 -1.645
H 8.034 0.472 -1.035
H 7.819 2.823 -0.952
H 8.598 2.167 0.516
```



Model Q:
ORCA calculation (wB97M-V/def2-TZVPD) on one molecule with the formula C21H27N3O3S.

Properties
net charge: 0
HOMO-LUMO gap: 8.3 eV

XYZ file:
```
55
C21H27N3O3S wB97M-V/def2-TZVPD
C 1.684 3.982 -0.256
H 2.364 4.585 0.344
O 1.107 3.059 0.637
C 0.196 2.160 0.146
C -0.200 2.079 -1.173
C -1.115 1.115 -1.608
C -1.690 0.268 -0.658
C -1.284 0.337 0.668
C -0.334 1.251 1.084
N 0.140 1.338 2.391
C -0.105 0.506 3.445
O -0.870 -0.430 3.411
C 0.734 0.863 4.670
C 2.121 0.239 4.485
H 2.600 0.605 3.578
H 2.033 -0.844 4.417
H 2.758 0.479 5.333
C 0.064 0.337 5.935
H -0.890 0.832 6.093
H -0.120 -0.730 5.836
H 0.698 0.509 6.802
H 0.834 1.952 4.734
H 0.810 2.084 2.519
H -1.715 -0.349 1.377
O -2.636 -0.695 -0.973
C -3.854 -0.193 -1.495
H -3.705 0.329 -2.443
H -4.489 -1.062 -1.653
H -4.329 0.484 -0.780
N -1.404 1.080 -2.986
C -1.178 0.023 -3.840
N -1.303 -1.220 -3.362
H -1.521 -1.331 -2.379
C -0.747 -2.377 -4.015
H -0.876 -2.267 -5.094
C 0.750 -2.528 -3.678
C 0.992 -2.252 -2.219
C 0.500 -3.110 -1.242
C 0.664 -2.820 0.100
C 1.330 -1.670 0.487
C 1.830 -0.812 -0.477
C 1.653 -1.098 -1.819
H 2.035 -0.419 -2.569
H 2.357 0.084 -0.184
H 1.455 -1.446 1.535
H 0.269 -3.490 0.849
H -0.015 -4.014 -1.537
H 1.317 -1.817 -4.281
H 1.071 -3.537 -3.940
H -1.308 -3.249 -3.672
S -0.832 0.368 -5.421
H -1.237 1.961 -3.461
H 0.216 2.745 -1.913
H 0.927 4.631 -0.705
H 2.249 3.477 -1.044
```



Which structure loses on stability? model P does.



Model P:
ORCA calculation (wB97M-V/def2-TZVPD) on a 2-piece molecular cluster, C8H12N4 overall.

Properties
net charge: 0
HOMO-LUMO gap: 9.3 eV

XYZ file:
```
24
C8H12N4 wB97M-V/def2-TZVPD
C -1.558 -0.862 0.656
C -2.756 0.406 -1.299
C -2.172 0.280 -0.065
C -2.368 2.393 -0.422
N -2.887 1.761 -1.495
N -1.905 1.534 0.456
H -3.247 -0.278 -1.967
H -3.346 2.266 -2.233
H -1.860 -0.958 1.706
H -0.485 -0.683 0.769
H -2.285 3.465 -0.346
H -1.688 -1.863 0.246
C 1.822 1.212 -0.034
C 2.047 -0.244 0.220
C 2.490 -2.317 -0.058
C 2.549 -0.700 1.415
N 2.030 -1.275 -0.696
N 2.783 -2.044 1.237
H 2.626 -3.298 -0.488
H 2.787 1.697 0.121
H 1.085 1.710 0.600
H 3.297 -2.680 1.818
H 2.614 -0.221 2.377
H 1.463 1.472 -1.031
```



Model Q:
ORCA calculation (wB97M-V/def2-TZVPD) on C8H12N4 as an isolated structure.

Properties
net charge: 0
HOMO-LUMO gap (alpha / beta): 8.1 / 6.2 eV

XYZ file:
```
24
C8H12N4 wB97M-V/def2-TZVPD
C -1.457 -0.436 3.545
C -2.385 1.477 3.987
C -0.531 -0.262 0.363
C -0.611 1.061 0.456
C 0.748 0.963 -0.338
C 0.372 -0.576 -0.817
C 1.310 -1.827 -0.725
C -0.270 -0.543 -2.215
N -2.637 -0.619 4.102
N -3.183 0.518 4.460
N -0.314 1.632 2.847
N -1.266 0.948 3.341
H -0.693 -1.229 3.559
H -2.503 2.507 4.228
H -1.094 2.003 0.286
H -0.318 1.421 1.741
H 0.673 1.667 -1.323
H 1.672 1.066 0.166
H 1.526 -2.161 0.346
H 2.268 -1.603 -1.300
H 1.033 -2.716 -1.192
H -1.090 0.123 -2.130
H -0.366 -1.635 -2.616
H 0.462 -0.195 -2.934
```



Model R:
ORCA calculation (wB97M-V/def2-TZVPD) on one molecule with the formula C8H12N4.

Properties
net charge: 0
HOMO-LUMO gap (alpha / beta): 7.3 / 8.6 eV

XYZ file:
```
24
C8H12N4 wB97M-V/def2-TZVPD
C -3.552 -0.169 1.262
C -3.048 0.526 -0.702
C 0.456 1.117 0.630
C 1.312 -0.149 0.899
C 0.113 1.254 -0.879
C 0.634 -1.458 0.393
C -0.124 -0.079 -1.534
C -0.547 -1.167 -0.603
N -4.530 0.638 0.804
N -4.147 1.099 -0.352
N -2.624 -0.348 0.284
N -1.684 -1.247 0.374
H -3.670 -0.980 2.030
H -2.464 0.626 -1.597
H -0.551 0.970 1.285
H 0.859 2.030 1.146
H 2.176 0.134 0.227
H 1.632 -0.169 1.881
H -0.681 1.967 -1.076
H 0.793 1.931 -1.507
H 1.386 -2.251 -0.028
H 0.243 -1.950 1.183
H -0.050 -0.222 -2.571
H -0.735 -2.178 -1.242
```



Which structure loses on stability? model Q does.



Model P:
ORCA calculation (wB97M-V/def2-TZVPD) on C2H16O6 as an isolated structure.

Properties
net charge: 0
HOMO-LUMO gap: 4.9 eV

XYZ file:
```
24
C2H16O6 wB97M-V/def2-TZVPD
C 0.240 0.788 -1.686
O 0.387 0.767 -0.334
C 1.356 0.025 -2.484
H -0.682 0.411 -2.107
H 0.521 1.851 -2.004
H -0.552 0.760 0.096
H 1.359 -1.035 -2.231
H 1.322 0.221 -3.562
H 2.281 0.526 -2.163
H -2.815 -0.382 1.419
H -4.196 -0.588 2.006
O -3.434 -1.081 1.689
H 2.191 1.061 0.212
H 2.837 0.078 1.060
O 3.082 0.744 0.414
H 1.494 -1.006 3.157
H 1.005 -0.885 1.383
O 1.740 -0.788 2.258
H -1.601 -1.336 -1.019
H -1.987 1.726 1.320
O -1.865 1.179 0.531
H -1.899 -0.846 -0.499
H -0.626 -1.192 1.687
O -0.157 -0.998 0.857
```



Model Q:
ORCA calculation (wB97M-V/def2-TZVPD) on a 7-piece molecular cluster, C2H16O6 overall.

Properties
net charge: 0
HOMO-LUMO gap: 10.2 eV

XYZ file:
```
24
C2H16O6 wB97M-V/def2-TZVPD
C -1.314 -2.354 4.650
C -0.598 -2.390 3.556
H -0.934 -2.250 5.665
H -2.391 -2.222 4.681
H 0.464 -2.214 3.457
H -1.112 -2.483 2.595
H -1.069 2.370 -1.721
H 0.449 2.133 -1.777
O -0.353 2.121 -2.318
H -2.019 2.835 0.965
H -1.024 1.646 0.700
O -1.948 1.905 0.699
H 0.459 -0.363 -3.202
H 0.184 0.128 -1.766
O 0.090 -0.638 -2.338
H 2.143 1.774 0.697
H 1.354 0.426 0.820
O 1.287 1.360 0.568
H 0.741 1.213 -5.594
H 0.294 1.403 -4.102
O 0.741 0.814 -4.724
H 2.236 -2.111 -0.498
H 0.889 -1.374 -0.870
O 1.432 -1.728 -0.143
```



Which structure loses on stability? model P does.